20
Properties=species:S:1:pos:R:3:forces:R:3:mulliken_spin:R:1 method="wB97M-V/def2-TZVPD" de_lowest_ev=0.6348 e_homo_ev="-16.34 / -16.34" orbital_gap_ev="6.96 / 6.96" spin_multiplicity=2 total_charge=+2 lumo_ev="-9.39 / -9.38"
H -3.0372 -0.2901 -0.0315 0.0 0.1 -0.5 0.000
O 1.3297 1.8355 0.9590 5.1 4.3 0.3 0.022
C -2.5661 2.1459 0.9940 -0.7 0.6 0.4 0.000
H -0.4759 0.1111 -1.8842 -1.4 -1.0 1.6 0.000
H -1.7020 -1.2196 -1.9268 0.0 0.1 0.2 0.000
O -0.6277 -1.1863 -0.1385 0.4 0.5 0.2 -0.001
C -2.3275 0.3444 -0.5855 -0.5 -0.2 -0.5 0.001
C 0.4039 -2.0695 -0.4274 0.8 -0.8 0.4 0.000
H -3.3211 1.6158 1.5922 0.0 0.3 -0.3 0.000
Yb 0.1883 0.5368 1.2170 -7.6 -3.9 1.3 0.984
O -1.7088 1.1915 0.3823 0.4 0.0 -0.4 -0.003
H -3.0236 2.7794 0.2224 0.1 -0.2 0.3 0.000
C 1.5515 -1.8998 0.2471 0.0 -1.6 -2.7 0.001
C -1.2559 -0.5003 -1.2286 0.7 0.8 -1.9 -0.001
H 0.1817 -2.8783 -1.1208 0.0 0.1 0.3 0.000
O 1.7933 -0.7460 0.8617 1.5 0.9 1.8 -0.004
H -2.8187 0.9711 -1.3433 -0.1 -0.3 0.2 0.000
Mg 2.7827 0.7915 1.4913 1.8 0.3 -1.1 0.001
H 2.4030 -2.5600 0.0572 -0.4 0.0 0.3 0.000
H -1.9513 2.7665 1.6544 -0.1 0.0 -0.2 0.000

=====

15
Properties=species:S:1:pos:R:3:forces:R:3:mulliken_spin:R:1 method="wB97M-V/def2-TZVPD" de_lowest_ev=1.5142 e_homo_ev="0.70 / -3.11" orbital_gap_ev="3.68 / 7.41" spin_multiplicity=2 total_charge=-1 lumo_ev="4.38 / 4.30"
H 0.7745 1.1445 0.9964 -0.4 0.1 -0.3 0.045
C -0.8205 0.9063 -2.6972 -0.6 0.0 1.0 -0.008
C -0.5521 -1.1715 2.2853 0.0 -0.1 0.2 0.496
H -1.6516 0.2017 -2.7858 0.6 -0.3 -0.4 0.008
H -0.5796 -1.9864 3.0103 -0.2 0.3 0.0 0.020
C -0.2310 1.0234 -1.4592 1.2 -1.2 -1.3 0.125
H -1.3301 -0.4033 2.3253 0.0 -0.2 0.0 0.020
N -0.0079 -0.0122 -0.6023 -1.1 1.2 0.4 -0.016
H -0.3021 1.2824 -3.5704 -0.6 0.8 0.0 -0.012
C 0.8760 0.1092 0.5886 -0.4 0.1 1.1 -0.165
H -0.6989 -0.7438 -0.6743 0.4 -0.5 0.5 0.072
H 1.9146 0.0708 0.2604 0.1 -0.2 -0.2 0.061
C 0.6764 -0.8934 1.6845 0.8 0.2 -1.3 0.374
H 1.5933 -1.4406 1.8800 -0.2 -0.3 0.2 0.007
H 0.3389 1.9128 -1.2416 0.6 0.1 0.0 -0.028

=====

15
Properties=species:S:1:pos:R:3:forces:R:3:mulliken_spin:R:1 method="wB97M-V/def2-TZVPD" de_lowest_ev=1.1086 e_homo_ev="0.52 / -2.01" orbital_gap_ev="3.55 / 6.05" spin_multiplicity=2 total_charge=-1 lumo_ev="4.07 / 4.04"
C -1.1325 1.4524 1.8889 1.9 0.9 0.8 0.428
C 1.3233 0.7319 0.3020 1.9 -0.8 -0.2 0.282
H -1.8655 1.4989 2.6720 -0.8 0.0 -0.4 0.022
H -1.2957 -0.6454 -1.2061 0.7 -0.1 0.2 -0.020
H 1.6119 -1.3612 -1.4509 0.3 0.3 -0.5 -0.008
C 0.0555 0.3165 -0.0223 -2.4 1.6 1.6 -0.009
C -1.1164 0.8827 0.6395 -0.3 -1.6 -0.8 0.144
C 0.5675 -1.5708 -1.5748 -2.3 -1.6 1.0 0.009
H 0.1664 -1.9347 -2.5389 0.9 0.8 -0.2 0.005
H 2.1174 0.5121 -0.4075 0.1 -0.3 0.0 0.005
H 1.7164 0.7833 1.3236 -0.6 0.5 -0.2 0.035
H -2.0681 0.6997 0.1140 0.1 -0.3 0.3 0.018
H 0.3364 -2.4726 -0.9704 0.8 -0.3 0.1 0.002
H -0.1198 1.6779 2.2578 -0.4 0.0 0.1 0.004
N -0.2967 -0.5706 -1.0270 0.0 1.1 -1.7 0.082

=====

15
Properties=species:S:1:pos:R:3:forces:R:3:lowdin_charge:R:1 method="wB97M-V/def2-TZVPD" de_lowest_ev=5.1734 e_homo_ev="-8.48 / -8.36" orbital_gap_ev="8.11 / 8.26" lumo_ev="-0.37 / -0.10"
H 0.3888 -1.2643 -1.2524 0.5 -0.3 -0.3 0.024
H 0.7915 2.4473 0.1952 0.0 1.4 -0.4 0.057
H 2.1861 1.4550 -0.3621 -2.0 0.1 -0.1 0.102
C 1.0676 -1.5024 -0.4424 -2.2 2.4 1.5 0.117
C -2.1746 -0.4717 0.5084 0.5 -2.0 -0.2 -0.143
C -0.9416 0.2648 0.3017 -1.9 -0.8 0.4 -0.416
C 0.3845 0.5279 0.5660 4.4 -1.9 -0.4 -0.164
H -2.9244 -0.2412 1.2304 -0.4 0.4 0.4 0.073
H 0.5579 1.4665 -1.3603 0.8 0.5 1.2 0.099
N -1.8333 0.4152 -0.5830 0.5 1.9 -1.1 0.137
H -2.1736 -1.4894 0.1087 -0.3 -0.2 0.8 0.084
H 0.9322 0.3365 1.5482 -1.5 0.3 -1.3 0.134
H 2.1233 -1.5503 -0.5326 0.6 0.1 -0.2 0.008
C 1.0333 1.5514 -0.3326 1.0 -1.1 -0.5 -0.119
H 0.5824 -1.9453 0.4068 0.1 -0.8 0.0 0.007

=====

15
Properties=species:S:1:pos:R:3:forces:R:3:lowdin_charge:R:1 method="wB97M-V/def2-TZVPD" de_lowest_ev=5.4786 e_homo_ev=-9.23 orbital_gap_ev=9.63 smiles="C=C=N.C#C.C" lumo_ev=0.40
H 0.4685 1.5332 1.4385 -0.2 0.0 -0.1 0.025
N 0.7971 0.6605 -2.6089 0.5 0.4 0.9 0.177
H 1.9599 1.6368 0.4560 0.3 0.3 0.5 0.015
H -1.4836 -1.2031 3.5631 0.0 0.0 0.4 -0.003
H 1.6200 0.1720 1.4315 0.0 -0.2 -0.1 0.025
C 1.1897 0.9785 0.8559 -0.1 0.0 -2.4 -0.060
H -1.0080 -0.8295 0.1413 0.4 0.3 3.7 0.020
C -0.9798 -0.8231 1.3974 -0.8 -0.5 -2.9 -0.083
H 0.7491 0.6107 -0.1557 0.4 0.3 2.5 -0.009
H -0.7867 -1.8329 -1.7185 0.2 -0.1 0.4 0.088
C -1.2432 -1.0177 2.5538 0.1 0.0 -0.2 -0.023
C 0.0714 0.0583 -1.8400 -2.0 -1.6 -2.2 -0.254
H -1.9498 -0.4221 -1.7162 0.0 0.3 0.4 0.088
C -0.9446 -0.7785 -1.5414 1.0 0.8 -1.2 -0.084
H 1.5400 1.2571 -2.2568 0.0 0.1 0.1 0.078

=====

15
Properties=species:S:1:pos:R:3:forces:R:3:lowdin_charge:R:1 method="wB97M-V/def2-TZVPD" de_lowest_ev=1.0762 e_homo_ev=-11.15 orbital_gap_ev=12.07 lumo_ev=0.91
H 1.0886 -1.0869 1.4686 0.1 0.6 -0.4 0.133
H 0.0481 1.3446 -1.2981 -0.1 0.0 0.1 0.077
H -0.3179 -1.2501 -1.3693 -0.1 0.0 0.1 0.073
N 1.9992 -0.0714 -0.1023 0.2 -1.5 -1.2 -0.066
H -0.8452 -2.0854 0.1040 0.0 0.1 -0.1 0.077
H -1.9599 -1.0056 -0.7482 0.3 0.0 0.1 0.080
C -0.4275 0.0479 0.3818 0.1 0.1 0.1 -0.425
H 1.2656 0.6782 1.6013 -0.2 0.4 0.6 0.107
C 2.5662 -0.5694 -1.0058 -0.2 0.8 0.6 0.030
H -1.5996 1.5381 -0.6765 0.1 0.0 0.0 0.078
H -0.2294 2.2136 0.2209 -0.1 -0.1 -0.1 0.080
C -0.9108 -1.1440 -0.4535 0.1 0.0 0.0 -0.079
C -0.5596 1.3618 -0.3860 0.0 0.1 0.0 -0.086
C 1.0078 -0.1178 0.9281 -0.4 -0.5 0.1 -0.210
H -1.0499 0.1056 1.2845 0.0 0.0 -0.1 0.132

=====

15
Properties=species:S:1:pos:R:3:forces:R:3:lowdin_charge:R:1 method="wB97M-V/def2-TZVPD" de_lowest_ev=2.3730 e_homo_ev=-8.77 orbital_gap_ev=9.58 smiles="C=N/C=C/CC" lumo_ev=0.81
H -0.0038 -1.1757 -1.6331 -1.3 0.6 -0.2 0.121
H 1.3289 1.5249 -0.9611 0.2 -0.1 1.1 0.119
C -2.1275 -0.7390 -0.9074 -1.3 0.2 2.0 -0.134
C 1.0923 1.0296 0.0110 -1.1 -1.0 -1.8 -0.216
H 2.7254 0.6063 2.9101 -0.2 1.5 -0.2 0.058
H -0.1260 -0.2591 0.9839 -0.4 -0.5 0.1 0.089
H -2.5062 -0.3698 0.1473 1.2 -0.9 -1.7 0.112
H 2.2003 -0.6561 2.0001 -1.0 0.1 -1.7 0.077
C 0.0943 0.1256 -0.0008 0.3 0.4 -0.2 -0.123
H -2.8851 -0.2897 -1.5166 0.0 0.6 -0.9 0.045
C -0.6924 -0.3742 -1.2464 1.5 1.4 1.4 -0.241
H -2.3727 -1.7861 -1.0220 0.3 -0.5 0.4 0.056
N 1.7988 1.3856 1.1531 1.1 -1.8 2.0 -0.014
H -0.7085 0.5290 -1.8878 0.2 -0.8 -0.3 0.105
C 2.1821 0.4489 1.9696 0.5 0.7 0.2 -0.052

=====

15
Properties=species:S:1:pos:R:3:forces:R:3:lowdin_charge:R:1 method="wB97M-V/def2-TZVPD" de_lowest_ev=2.6500 e_homo_ev=-8.77 orbital_gap_ev=9.70 smiles="C/C=C/C.C#N" lumo_ev=0.92
C -0.6497 0.4349 0.7864 0.1 -2.0 1.2 -0.209
H 1.1704 0.6718 -0.0770 0.9 1.0 -1.5 0.081
H -1.1866 0.6338 -1.1876 -0.9 0.9 0.9 0.026
H -2.4769 0.9927 0.0897 0.7 1.1 -1.0 0.089
H -1.0255 2.1724 -0.3537 -0.7 0.4 0.1 0.077
H -1.2965 -0.1127 1.5339 1.1 0.6 -0.5 0.121
H 0.9958 -1.6588 1.9713 1.1 2.2 -1.2 0.111
C 0.6454 0.1634 0.6611 -1.9 -0.3 0.8 -0.269
C -1.4144 1.1680 -0.2204 -0.6 -1.0 -1.1 -0.126
H 0.7629 -1.4357 -2.3944 0.9 -1.0 0.4 0.044
N -1.0236 -0.4361 -3.0299 -0.9 -0.1 -0.5 0.073
H 1.7389 0.0724 2.4522 -0.2 -2.2 -2.0 0.122
C 1.4837 -0.6699 1.5114 1.3 -0.3 3.4 -0.149
C -0.1825 -1.1346 -2.7079 0.2 0.8 -0.1 -0.060
H 2.4586 -0.8618 0.9647 -1.1 -0.2 1.0 0.071

=====

15
Properties=species:S:1:pos:R:3:forces:R:3:lowdin_charge:R:1 method="wB97M-V/def2-TZVPD" de_lowest_ev=2.1775 e_homo_ev=-9.04 orbital_gap_ev=10.37 smiles=C1CC1N1CC1 lumo_ev=1.32
H -0.5604 1.3902 -0.0665 0.1 -0.2 0.1 0.140
H 1.5154 0.1302 1.8497 -0.1 0.1 0.0 0.102
H 0.1363 0.9150 -2.1790 0.1 -0.1 0.1 0.102
C -0.6899 0.0045 1.6591 -0.2 -0.1 0.1 -0.112
N 0.5159 -0.4296 -0.5070 0.0 0.0 0.1 -0.088
H -1.4276 -0.8512 -1.4229 0.2 0.0 0.0 0.107
C 0.6254 0.7343 1.7023 0.2 0.1 0.1 -0.110
H -0.1402 -2.1468 -1.6232 -0.1 0.2 0.0 0.099
H 1.4866 -0.2993 -2.4391 -0.1 0.0 0.1 0.099
H -1.5729 0.5129 2.0367 0.2 -0.1 -0.1 0.096
H 0.6623 1.7293 2.1357 0.0 -0.1 -0.1 0.094
C 0.5749 -0.0455 -1.9036 0.1 0.1 -0.2 -0.145
C -0.0770 0.5240 0.3952 -0.1 0.1 0.0 -0.343
C -0.3664 -1.0972 -1.4473 -0.2 -0.2 -0.1 -0.142
H -0.6827 -1.0708 1.8099 0.0 0.2 0.0 0.102

=====

15
Properties=species:S:1:pos:R:3:forces:R:3:lowdin_charge:R:1 method="wB97M-V/def2-TZVPD" de_lowest_ev=1.7128 e_homo_ev=-7.71 orbital_gap_ev=8.81 smiles="C=CCNC=C" lumo_ev=1.10
H -1.2867 1.7313 -2.6205 -0.1 -0.1 -0.2 0.033
H -1.1993 0.2253 2.2854 0.0 -0.3 -0.5 0.062
H 0.8654 -1.1358 -1.5539 -0.2 0.3 -0.6 0.123
H 0.0759 1.1736 3.0868 0.4 0.3 -0.2 0.052
C 0.7676 -0.0198 1.4747 0.1 -0.1 0.6 -0.178
C 0.4918 -1.0991 0.4733 -1.2 -0.4 0.1 -0.226
C -0.4847 0.4315 -1.2246 0.9 -0.8 -1.8 -0.242
C -0.7391 0.8109 -2.4821 -0.3 0.4 0.4 -0.024
H 1.2219 -1.9069 0.5382 0.5 0.4 -0.4 0.115
H -0.4120 -1.6550 0.7703 -0.2 0.4 0.2 0.112
N 0.3272 -0.6193 -0.8887 0.7 -0.6 0.9 -0.040
H -0.4042 0.2715 -3.3523 0.2 -0.1 -0.1 0.037
H 1.7894 0.3022 1.6445 0.1 0.0 -0.3 0.098
H -0.8602 0.9816 -0.4161 -0.5 0.6 1.1 0.084
C -0.1532 0.5080 2.2649 -0.3 -0.2 0.7 -0.005

=====

15
Properties=species:S:1:pos:R:3:forces:R:3:lowdin_charge:R:1 method="wB97M-V/def2-TZVPD" de_lowest_ev=1.5009 e_homo_ev=-9.33 orbital_gap_ev=10.41 smiles="C=NCC(=C)C" lumo_ev=1.08
H -1.0045 1.3754 -1.2235 0.1 -0.1 0.2 0.114
H 2.0321 0.6113 0.3742 -0.1 -0.1 -0.1 0.075
C 0.3089 -0.2286 -0.6044 0.0 -0.2 -0.1 -0.372
H 2.1225 0.6877 -1.3822 -0.1 -0.1 0.1 0.082
C -0.1764 -1.4415 -0.8622 0.1 0.1 0.0 0.038
C -1.4854 0.2696 1.7254 -0.2 0.0 -0.2 -0.062
H -0.5037 0.5002 2.1683 -0.1 0.0 -0.1 0.084
H -2.2343 -0.1752 2.3798 0.0 0.2 -0.1 0.068
C 1.7846 0.0638 -0.5453 0.1 0.0 0.0 -0.074
H 0.4775 -2.2837 -1.0787 -0.1 0.2 0.1 0.062
N -1.7527 0.4596 0.5044 0.1 -0.1 0.5 -0.032
C -0.6235 0.9324 -0.2949 0.1 0.1 -0.1 -0.228
H 2.3690 -0.8618 -0.5518 -0.1 0.1 -0.1 0.075
H -0.0679 1.7226 0.2337 -0.1 -0.2 0.0 0.107
H -1.2463 -1.6317 -0.8426 0.2 0.0 -0.1 0.063

=====

15
Properties=species:S:1:pos:R:3:forces:R:3:lowdin_charge:R:1 method="wB97M-V/def2-TZVPD" de_lowest_ev=1.4872 e_homo_ev=-8.00 orbital_gap_ev=8.97 smiles="C=C/C(N)=C/C" lumo_ev=0.97
H -1.2335 3.1897 -0.5657 0.5 0.4 -0.4 0.056
H -1.0420 1.3379 -1.9818 0.2 -0.3 -0.1 0.100
H 0.6636 -1.4080 2.5034 0.2 0.6 0.1 0.065
N 0.2024 -1.0124 -1.4924 -0.3 -0.1 0.2 0.086
H -0.4034 0.4078 1.4762 -0.5 0.1 -0.2 0.090
H 1.4638 -1.8345 0.9733 0.0 0.2 0.0 0.070
C -0.1585 -0.3719 0.7660 0.5 1.1 1.4 -0.132
C -0.5037 1.2739 -1.0350 -2.1 0.4 0.0 -0.142
C 0.5216 -1.5229 1.4351 -0.9 -1.3 -0.5 -0.112
H -0.1377 -2.4039 1.4090 0.2 -0.1 -0.2 0.078
C -0.2245 -0.0694 -0.5292 2.2 -0.3 -0.5 -0.374
H -0.0389 2.4456 0.6408 -0.1 0.1 0.1 0.055
H 0.6703 -1.7858 -1.0423 0.0 -0.1 -0.2 0.062
H 0.7662 -0.6419 -2.2431 -0.1 0.1 0.0 0.084
C -0.5459 2.3957 -0.3143 0.2 -0.6 0.4 0.013

=====

Repeat the twelfth record exactly.
15
Properties=species:S:1:pos:R:3:forces:R:3:lowdin_charge:R:1 method="wB97M-V/def2-TZVPD" de_lowest_ev=1.4872 e_homo_ev=-8.00 orbital_gap_ev=8.97 smiles="C=C/C(N)=C/C" lumo_ev=0.97
H -1.2335 3.1897 -0.5657 0.5 0.4 -0.4 0.056
H -1.0420 1.3379 -1.9818 0.2 -0.3 -0.1 0.100
H 0.6636 -1.4080 2.5034 0.2 0.6 0.1 0.065
N 0.2024 -1.0124 -1.4924 -0.3 -0.1 0.2 0.086
H -0.4034 0.4078 1.4762 -0.5 0.1 -0.2 0.090
H 1.4638 -1.8345 0.9733 0.0 0.2 0.0 0.070
C -0.1585 -0.3719 0.7660 0.5 1.1 1.4 -0.132
C -0.5037 1.2739 -1.0350 -2.1 0.4 0.0 -0.142
C 0.5216 -1.5229 1.4351 -0.9 -1.3 -0.5 -0.112
H -0.1377 -2.4039 1.4090 0.2 -0.1 -0.2 0.078
C -0.2245 -0.0694 -0.5292 2.2 -0.3 -0.5 -0.374
H -0.0389 2.4456 0.6408 -0.1 0.1 0.1 0.055
H 0.6703 -1.7858 -1.0423 0.0 -0.1 -0.2 0.062
H 0.7662 -0.6419 -2.2431 -0.1 0.1 0.0 0.084
C -0.5459 2.3957 -0.3143 0.2 -0.6 0.4 0.013